Record 1
An isolated molecule of C6H9N. Source: the OMol25 dataset; level of theory: ωB97M-V/def2-TZVPD.

```
16
Properties=species:S:1:pos:R:3:forces:R:3:nbo_charge:R:1
C -1.92759 0.22480 -0.05396 0.453 1.687 -1.121 -0.226
C -1.04180 1.28347 0.06181 -1.579 1.263 -3.067 -0.177
C 0.35722 0.72780 0.41858 -1.377 -0.824 -0.115 -0.301
C 1.74730 0.69988 -0.21869 -1.721 -2.806 -0.418 -0.197
N 1.73614 -0.85609 -0.07050 1.289 -3.191 2.715 -0.640
C 0.20874 -0.79749 -0.10805 0.299 4.581 -1.536 -0.037
C -1.34041 -1.09651 0.05260 1.798 -4.526 4.279 -0.422
H -2.94770 0.09022 -0.48044 0.587 1.405 0.606 0.226
H -1.32950 2.39125 -0.55812 0.893 -3.248 2.628 0.225
H 0.70187 0.89882 1.48296 -1.398 -0.757 -0.565 0.205
H 2.45519 1.04244 0.42408 2.296 1.576 1.292 0.193
H 1.82304 1.03383 -1.25197 0.203 -0.398 -0.044 0.200
H 2.09805 -1.43806 0.86772 -0.743 3.041 -2.756 0.364
H 0.31124 -0.67938 -1.26278 -1.473 0.185 1.449 0.163
H -1.76826 -1.78475 1.07166 1.472 2.161 -2.449 0.199
H -1.51764 -1.81350 -0.71336 -0.999 -0.148 -0.899 0.226
```
Forces are in eV/Å.

The value obtained for the HOMO-LUMO gap is 0.345 hartree. As for the SMILES: C1=C[C@@H]2CN[C@H]2C1. Its multiplicity is 1. The value obtained for the total energy is -7851.4143 eV. The value obtained for the largest force on an atom is 6.48 eV/Å.

Record 2
C35H34BrIN6O4SeY as an isolated structure. Source: the OMol25 dataset; level of theory: ωB97M-V/def2-TZVPD.

```
83
Properties=species:S:1:pos:R:3:forces:R:3:mulliken_charge:R:1
Y -0.01489 0.27400 -0.15708 0.201 0.462 0.092 1.153
O 0.79018 1.81352 5.30201 -0.003 0.013 0.053 -0.394
C 1.40544 0.58854 5.19584 0.013 0.010 0.000 0.964
C 1.82383 -0.10751 6.32565 -0.018 0.025 -0.052 -0.826
C 2.43783 -1.33858 6.18460 0.004 -0.021 0.034 -0.563
C 2.63740 -1.88241 4.92161 0.022 -0.033 0.035 -0.860
C 2.21781 -1.17979 3.80805 -0.010 0.025 -0.057 -0.440
C 1.59951 0.05993 3.92490 -0.014 0.060 0.137 -0.116
C 1.12429 0.78177 2.68500 -0.122 -0.092 -0.132 1.276
O 0.29920 0.01088 1.90988 -0.241 -0.071 -0.169 -0.642
N 2.33169 1.13190 1.89073 0.101 -0.206 0.408 -0.389
N 2.16097 1.35309 0.56717 0.036 0.172 -0.067 0.093
C 3.00104 2.10557 -0.03694 -0.184 -0.150 -0.087 -0.548
C 2.99874 2.34023 -1.47085 0.296 0.249 0.053 0.519
Br 1.87597 1.22771 -2.51389 -0.200 -0.017 0.110 -0.018
C 3.80634 3.25743 -2.01563 -0.116 -0.179 0.068 -0.846
C 3.96400 3.66300 -3.41305 0.009 0.056 -0.089 0.397
C 2.87898 3.83821 -4.27319 0.073 -0.001 0.001 -0.432
C 3.08963 4.23897 -5.58286 -0.051 -0.009 0.020 -0.694
C 4.37663 4.46456 -6.04652 0.018 0.025 -0.038 -0.404
C 5.45999 4.31271 -5.19203 0.008 0.002 -0.018 -0.581
C 5.25402 3.93015 -3.87853 -0.070 -0.028 -0.003 -0.429
H 0.74642 2.05994 6.23301 0.014 -0.020 -0.060 0.291
H 1.66629 0.32021 7.30972 0.002 -0.008 0.010 0.324
H 2.76108 -1.87664 7.06600 0.002 0.005 -0.001 0.391
H 3.11763 -2.84541 4.81471 -0.003 0.001 -0.009 0.409
H 2.36008 -1.58703 2.81426 -0.006 -0.001 -0.005 0.221
H 0.61134 1.70826 2.97552 0.105 -0.008 0.014 -0.141
H 2.94615 1.78172 2.37204 0.080 0.025 -0.132 0.356
H 3.77977 2.62578 0.51943 0.014 -0.001 0.028 0.319
H 4.46996 3.74924 -1.30881 -0.005 0.011 0.013 0.385
H 1.87018 3.69205 -3.91259 0.001 0.000 0.002 0.710
H 2.24292 4.38258 -6.24093 0.005 0.002 -0.003 0.392
H 4.53336 4.77559 -7.07084 0.013 -0.007 0.001 0.383
H 6.46359 4.50001 -5.54937 0.002 0.005 0.007 0.384
H 6.09661 3.82117 -3.20649 0.007 0.004 0.000 0.398
C -2.58061 3.22880 -2.88287 0.023 0.032 -0.037 -1.059
C -3.31899 2.01959 -2.40801 -0.150 -0.039 0.033 0.673
N -4.62685 1.98496 -2.50668 0.139 0.121 -0.042 -0.642
C -5.29425 0.88475 -2.11590 -0.096 -0.226 0.097 -0.961
C -4.69072 -0.25500 -1.64671 -0.003 0.151 -0.074 0.485
C -5.52997 -1.44894 -1.27493 -0.018 -0.012 0.019 -0.911
O -5.28444 -2.58651 -2.10016 -0.022 -0.011 -0.019 -0.529
C -3.27699 -0.24414 -1.51027 0.018 0.173 -0.115 -0.418
C -2.61435 -1.48731 -1.17613 0.073 -0.025 -0.166 -0.242
N -1.42960 -1.69739 -0.68736 -0.128 -0.053 0.163 -0.045
C -1.10069 -3.07814 -0.43850 0.092 0.256 0.081 0.394
C -2.08657 -4.03341 -0.16687 0.090 -0.044 0.028 -0.401
C -1.76647 -5.36029 0.05721 0.002 0.046 -0.013 -0.858
C -0.44405 -5.77273 0.03725 -0.048 -0.025 0.015 -0.620
C 0.55164 -4.83862 -0.17434 0.123 0.064 -0.010 -0.649
C 0.22976 -3.50502 -0.39507 -0.339 -0.272 0.077 0.236
I 1.83806 -2.19906 -0.59190 0.146 0.002 -0.239 0.140
C -2.58095 0.92560 -1.86260 -0.064 -0.322 0.117 0.952
O -1.28982 1.00154 -1.73967 0.207 -0.003 -0.116 -0.789
H -3.28111 3.91396 -3.35288 -0.003 0.005 0.007 0.366
H -1.80746 2.94458 -3.59959 0.010 0.004 0.009 0.263
H -2.08066 3.73362 -2.05375 -0.011 -0.014 -0.007 0.125
H -6.37498 0.93018 -2.20046 0.014 0.008 -0.008 0.361
H -6.58616 -1.17014 -1.30098 0.008 0.005 -0.011 0.428
H -5.31182 -1.78091 -0.25795 0.006 0.011 0.000 0.329
H -5.54501 -2.37111 -3.00231 0.005 -0.002 0.003 0.332
H -3.22651 -2.34211 -1.44755 0.027 -0.119 0.135 1.134
H -3.12499 -3.74412 -0.10003 -0.020 0.062 -0.026 0.507
H -2.55776 -6.06840 0.26192 0.000 0.002 -0.002 0.408
H -0.18298 -6.80746 0.21069 -0.002 0.002 -0.003 0.395
H 1.58804 -5.14819 -0.15964 0.002 0.027 -0.004 0.399
C -0.00519 5.61000 2.37387 -0.017 -0.033 0.011 -0.897
N -0.76659 4.54051 2.99699 -0.060 -0.090 0.052 0.405
C -1.21515 4.54918 4.30089 -0.058 -0.047 0.071 -0.484
C -1.92012 3.41315 4.48300 0.022 0.092 0.029 -0.509
N -1.90241 2.72867 3.28767 0.027 -0.019 0.055 0.468
C -2.54599 1.44591 3.04753 -0.034 0.011 -0.075 -0.843
C -1.20039 3.42428 2.37840 0.178 0.035 -0.120 -0.559
Se -0.96582 3.02965 0.57363 -0.162 -0.074 -0.093 -0.242
H 0.61709 6.07702 3.13307 -0.002 0.024 -0.013 0.342
H -0.67913 6.34626 1.93883 0.030 0.012 -0.024 0.312
H 0.61609 5.18515 1.59045 0.003 0.016 -0.014 0.321
H -0.98854 5.35757 4.97214 -0.015 -0.012 0.016 0.491
H -2.42754 3.02428 5.34691 0.014 0.023 0.014 0.466
H -3.08484 1.16999 3.94950 -0.005 -0.030 -0.004 0.279
H -1.79696 0.69065 2.81110 0.006 0.016 0.032 0.213
H -3.24491 1.54772 2.21757 0.008 -0.027 0.007 0.388
```
Forces are in eV/Å.

The value obtained for the HOMO-LUMO gap is 0.278 hartree. As for the charge: +1. Its multiplicity is 1. The value obtained for the total energy is -198508.2623 eV. The value obtained for the largest force on an atom is 0.51 eV/Å.

Record 3
C37H53N3O2P3PdS as an isolated structure. Source: the OMol25 dataset; level of theory: ωB97M-V/def2-TZVPD.

```
100
Properties=species:S:1:pos:R:3:forces:R:3:mulliken_charge:R:1
Pd -0.11209 0.40536 0.71260 6.179 -11.576 3.125 0.163
C -0.68999 -2.27158 4.50119 0.164 -0.144 -0.243 -1.401
C -1.09287 -0.79418 4.45300 -0.367 -0.243 0.664 0.482
C -1.07804 -0.21584 5.86635 -0.067 0.191 0.285 -1.686
P -0.13585 0.11133 3.16520 -0.903 -0.660 2.244 0.879
C -0.54774 1.89897 3.42521 0.858 0.207 8.231 0.769
C -2.05729 2.13464 3.27295 -1.312 -0.949 3.737 -1.736
C 0.25568 2.80582 2.38852 6.400 -2.386 10.926 -1.331
C 1.57018 -0.04656 3.62519 0.192 0.068 0.076 0.220
C 2.20544 0.24073 4.82965 0.142 -0.328 0.138 -0.447
C 3.53624 -0.11514 5.01162 -0.042 0.080 0.080 -1.075
C 4.21494 -0.77690 3.99097 -0.550 0.021 -0.387 -0.888
C 3.58047 -1.02114 2.77502 0.380 -0.133 -0.321 -0.442
C 2.26544 -0.59020 2.53923 0.043 0.258 1.024 -0.246
N 1.55650 -0.65455 1.35685 2.901 0.148 -0.368 0.089
C 2.31752 -0.43202 0.22720 0.857 -1.044 -1.062 0.827
C 3.45958 0.37923 0.06949 0.922 0.561 -0.503 -0.772
C 4.13547 0.45261 -1.14784 -0.665 0.144 1.296 -1.137
C 3.66680 -0.25660 -2.26079 -0.687 -0.840 -0.319 -0.674
C 2.50452 -0.99750 -2.15786 5.506 -3.036 0.126 -1.030
C 1.82981 -1.06831 -0.90824 4.128 -5.316 4.099 -0.630
P 0.23581 -1.75376 -0.46131 -1.030 -1.817 0.167 2.625
C -0.70338 -1.99852 -2.02919 -0.716 -1.253 -0.832 1.709
C -0.38887 -3.24676 -2.84745 0.089 -0.407 -0.047 -1.881
C -2.21472 -1.91578 -1.77451 -0.210 -0.063 0.285 -1.375
C 0.51714 -3.37576 0.35273 0.223 -0.748 0.524 1.015
C 1.48350 -4.33573 -0.33569 0.289 -0.193 -0.279 -1.591
C -0.79907 -4.08204 0.69096 -0.364 0.104 -0.086 -1.650
H -1.35293 -2.82827 5.17070 0.027 0.142 -0.059 0.531
H 0.33245 -2.40390 4.86994 -0.074 0.109 -0.045 0.294
H -0.75183 -2.74028 3.51448 0.023 0.022 0.027 0.152
H -2.13523 -0.76445 4.11178 0.092 0.086 -0.182 0.681
H -0.10993 -0.33938 6.35621 -0.009 -0.004 -0.118 0.335
H -1.81119 -0.73779 6.49094 0.059 -0.009 -0.105 0.483
H -1.34036 0.84448 5.89033 0.051 -0.064 0.009 0.363
H -0.27174 2.21790 4.44578 0.059 -0.408 0.690 1.015
H -2.43125 1.83548 2.29786 -0.897 -0.579 1.212 0.339
H -2.28493 3.18210 3.40807 0.374 -0.505 1.064 0.089
H -2.63173 1.58077 4.02429 0.129 0.166 0.220 0.593
H 0.03172 2.53364 1.30833 9.063 1.350 -4.769 0.499
H 1.33964 2.71238 2.53495 0.103 -0.828 -0.454 0.624
H -0.01343 3.88866 2.52441 1.353 -6.239 4.407 0.169
H 1.67063 0.73590 5.62986 -0.026 -0.032 -0.007 0.501
H 4.03594 0.10170 5.94715 -0.022 0.037 -0.042 0.451
H 5.24417 -1.08593 4.12600 -0.061 -0.028 0.008 0.432
H 4.12426 -1.52402 1.97972 -0.012 0.095 0.071 0.544
H 3.82533 0.95562 0.91381 0.022 -0.110 -0.051 0.571
H 5.02575 1.06496 -1.22331 -0.071 -0.009 -0.013 0.450
H 4.19357 -0.20067 -3.20527 -0.102 -0.006 0.006 0.530
H 2.11062 -1.49921 -3.03064 -0.177 -0.015 0.110 0.714
H -0.47157 -1.14617 -2.66087 -0.249 -1.130 -0.132 -0.116
H -0.76064 -4.15647 -2.36862 0.097 0.037 -0.043 0.380
H 0.68155 -3.36968 -3.02947 -0.050 -0.033 0.035 0.344
H -0.87557 -3.18789 -3.82688 -0.016 0.101 0.116 0.420
H -2.57547 -2.73892 -1.15113 0.061 0.023 -0.062 0.347
H -2.76435 -1.95348 -2.72064 0.149 -0.028 0.040 0.453
H -2.48677 -0.98029 -1.27968 -0.037 -0.303 0.036 0.102
H 0.97515 -3.15771 1.32357 -0.016 0.485 -0.177 0.246
H 1.07310 -4.76843 -1.24887 0.009 0.076 0.059 0.266
H 1.71032 -5.17472 0.33137 -0.075 0.134 0.011 0.488
H 2.43503 -3.85662 -0.58149 -0.086 0.012 0.004 0.318
H -1.30184 -4.46973 -0.19874 0.045 0.027 0.042 0.336
H -1.49725 -3.41337 1.20583 0.043 -0.039 -0.059 0.314
H -0.61505 -4.93278 1.35449 0.091 0.109 -0.098 0.432
S -0.42474 2.06567 -5.62928 0.060 0.283 -0.116 -0.164
C -0.44279 1.41047 -3.97088 0.292 -0.106 -0.518 -0.834
C 0.65916 0.73435 -3.46994 -0.343 0.411 0.142 0.043
C 0.60013 0.24637 -2.17370 -3.652 4.804 -1.631 -0.118
N -0.45532 0.39231 -1.35589 1.290 0.519 -6.721 1.312
C -1.51419 1.06556 -1.87502 -0.184 -2.008 -1.404 -1.619
C -1.55009 1.58665 -3.16026 -0.093 -0.584 0.254 -1.287
C -1.06995 0.66226 -6.52144 -0.030 -0.093 0.096 0.476
C -0.20801 -0.29520 -7.04352 -0.083 0.052 0.061 -0.124
C -0.75810 -1.36201 -7.73463 -0.714 -0.259 -0.215 -0.462
N -2.07701 -1.52287 -7.93434 0.268 0.576 0.402 -0.571
C -2.88790 -0.57870 -7.42769 0.304 -0.634 -0.366 -0.452
C -2.43852 0.52505 -6.72209 0.115 -0.017 0.023 -0.132
H 1.55022 0.58152 -4.06685 -0.029 0.116 -0.022 0.597
H 1.46555 -0.31796 -1.73157 -4.052 5.158 -2.599 -0.350
H -2.36440 1.17728 -1.20788 -0.428 -0.649 -0.747 1.406
H -2.42861 2.11709 -3.50601 0.048 -0.066 0.004 0.556
H 0.86571 -0.22117 -6.92189 -0.070 0.080 0.020 0.376
H -0.12821 -2.13741 -8.15947 0.025 0.083 0.041 0.378
H -3.94696 -0.73292 -7.60933 0.045 0.074 0.041 0.375
H -3.14508 1.25370 -6.34399 0.107 0.009 -0.005 0.383
O -1.13966 1.53775 0.08006 -10.226 2.788 -1.984 -1.621
C -0.95471 3.25454 -0.67848 0.499 5.532 -1.727 -1.125
P -1.13940 3.26101 1.11176 -4.990 6.254 -7.566 0.871
C -0.13519 4.68718 1.68161 -2.457 8.491 -5.166 -1.496
C -2.85631 3.73097 1.40462 -0.956 0.516 -0.651 -1.468
O -0.73967 1.90911 1.79419 -5.897 -2.426 -1.821 -1.092
H -1.24550 4.22769 -1.10338 0.419 0.674 -0.020 0.677
H -1.56822 2.50602 -1.12428 -0.359 2.479 -0.401 -0.045
H 0.08370 3.05677 -0.95734 -0.065 0.139 -0.104 0.284
H -0.44606 5.61643 1.17782 0.087 0.609 0.030 0.614
H 0.92149 4.52198 1.46559 -0.277 0.370 -0.458 0.451
H -0.24614 4.84003 2.76656 -0.751 2.926 -0.134 0.300
H -3.08444 4.67872 0.90763 0.392 -0.126 -0.299 0.405
H -3.05813 3.85094 2.45817 -0.562 0.629 -0.752 0.550
H -3.53392 2.96749 1.01587 0.036 0.102 -0.017 0.426
```
Forces are in eV/Å.

As for the expectation value of S²: 6.028. The value obtained for the HOMO-LUMO gap (spin up / spin down) is 0.215 / 0.208 hartree. As for the charge: +1. Its multiplicity is 5. The value obtained for the total energy is -89930.1757 eV. The value obtained for the largest force on an atom is 13.49 eV/Å.

Listing ΔE to the lowest compared entry with this formula, charge and spin for the structures above in their given order: 650.8 56.1 3839.4 kJ/mol.